This record from the Open Molecules 2025 dataset describes a structure of composition C47H48N8O2STa. The level of theory is ωB97M-V with the def2-TZVPD basis set.

ORCA input file:
```
! RIJCOSX wB97M-V def2-TZVPD def2/J DEFGRID3
* xyz 1 1
Ta -0.46 -0.36 -0.16
C 4.96 -1.20 -0.72
C 3.88 -0.19 -0.31
C 4.51 0.81 0.67
C 3.30 0.51 -1.53
C 4.08 1.48 -2.14
C 3.65 2.13 -3.29
C 2.45 1.77 -3.87
C 1.64 0.80 -3.30
C 0.45 0.30 -4.09
C -0.32 1.40 -4.82
C 0.93 -0.76 -5.08
C 2.04 0.20 -2.10
N 1.18 -0.77 -1.43
C 1.59 -2.06 -1.59
O 2.33 -2.50 -2.44
C 0.98 -2.99 -0.57
C 1.31 -4.33 -0.45
C 0.59 -5.10 0.46
C -0.42 -4.52 1.20
C -0.67 -3.17 1.03
N 0.03 -2.44 0.17
C -1.70 -2.39 1.79
O -2.48 -2.95 2.55
N -1.64 -1.06 1.52
C -2.41 -0.20 2.37
C -3.68 0.21 1.95
C -4.39 1.14 2.69
C -3.84 1.67 3.85
C -2.62 1.21 4.30
C -1.88 0.26 3.59
C -0.59 -0.28 4.16
C -0.89 -1.41 5.16
C 0.26 0.79 4.84
C -4.24 -0.45 0.71
C -5.75 -0.59 0.70
C -4.50 1.26 -1.13
H 5.33 -1.74 0.16
H 5.80 -0.69 -1.18
H 4.57 -1.92 -1.44
H 3.07 -0.70 0.22
H 5.48 1.16 0.31
H 4.67 0.33 1.64
H 3.87 1.67 0.82
H 5.04 1.73 -1.73
H 4.27 2.90 -3.74
H 2.16 2.23 -4.80
H -0.24 -0.20 -3.40
H 0.19 1.70 -5.74
H -0.45 2.29 -4.21
H -1.31 1.03 -5.10
H 1.68 -0.34 -5.75
H 0.09 -1.13 -5.68
H 1.38 -1.60 -4.55
H 2.11 -4.73 -1.05
H 0.82 -6.15 0.57
H -1.02 -5.08 1.91
H -5.37 1.46 2.37
H -4.38 2.41 4.41
H -2.23 1.57 5.24
H 0.00 -0.69 3.34
H -1.43 -1.00 6.02
H 0.03 -1.85 5.52
H -1.51 -2.18 4.72
H -0.21 1.14 5.77
H 0.42 1.65 4.19
H 1.22 0.37 5.12
H -3.83 -1.46 0.69
H -6.27 0.37 0.70
H -6.06 -1.15 1.58
H -6.06 -1.16 -0.18
H -4.88 1.90 -0.34
H -5.34 0.88 -1.72
H -3.85 1.84 -1.79
N -1.76 2.54 1.14
C -1.33 1.62 0.32
S -0.98 1.86 -1.30
N -3.72 0.20 -0.52
N -3.00 -0.63 -1.27
C -3.07 -0.61 -2.55
C -2.44 -1.64 -3.38
C -2.94 -1.84 -4.66
C -2.45 -2.89 -5.42
C -1.49 -3.71 -4.87
C -1.04 -3.42 -3.59
N -1.48 -2.41 -2.85
H -1.94 3.48 0.85
H -1.92 2.30 2.12
H -3.73 0.08 -3.08
H -3.71 -1.19 -5.04
H -2.82 -3.06 -6.42
H -1.08 -4.55 -5.41
H -0.28 -4.06 -3.15
N 5.57 6.12 4.61
C 4.90 5.32 4.14
C 4.06 4.32 3.56
C 3.39 4.58 2.36
C 2.60 3.61 1.79
C 2.46 2.36 2.41
C 3.15 2.10 3.60
C 3.93 3.08 4.17
C 1.64 1.38 1.78
C 0.93 0.60 1.16
H 3.50 5.55 1.88
H 2.08 3.79 0.86
H 3.06 1.13 4.06
H 4.45 2.89 5.10
*
```

Atomic partial charges in e from the Mulliken method, atoms 1 to 6: 1.161 -1.759 1.252 -2.038 0.812 -0.663

This record from the Open Molecules 2025 dataset describes a cluster of 2 separate species, CH15N9 in total. The level of theory is ωB97M-V with the def2-TZVPD basis set.

ORCA input file:
```
! RIJCOSX wB97M-V def2-TZVPD def2/J DEFGRID3
* xyz 2 1
C -0.43 0.57 0.35
N 0.30 1.03 1.42
N 2.08 -1.41 0.18
N -2.11 -0.99 -0.24
N -0.58 2.76 -0.44
N 1.93 -0.17 -0.61
N -0.89 -0.68 0.37
N -0.92 1.42 -0.56
N -0.31 -1.67 1.25
N -1.59 1.03 -1.69
H 0.06 1.99 1.65
H 0.51 0.57 2.28
H 1.22 -1.38 0.87
H 1.79 -2.06 -0.59
H -2.32 -1.90 -0.56
H -2.95 -0.66 0.24
H 0.28 2.95 -0.93
H -1.22 3.43 -0.83
H 1.77 0.60 0.02
H -0.91 -2.11 1.87
H 2.96 -1.81 0.47
H -0.19 -2.42 0.57
H 2.85 0.15 -0.88
H -1.32 1.70 -2.40
H -2.61 0.84 -1.66
*
```

Properties
Energy above the lowest of the compared OMol25 structures with the same formula, charge and spin ... 42.2 kJ/mol

Atomic partial charges in e from the natural (NBO) method, atoms 1 to 6: 0.650 -0.843 -0.589 -0.654 -0.659 -0.625

This record from the Open Molecules 2025 dataset describes a cluster of 2 separate species, C9H14O2 in total. The level of theory is ωB97M-V with the def2-TZVPD basis set.

ORCA input file:
```
! RIJCOSX wB97M-V def2-TZVPD def2/J DEFGRID3
* xyz 0 1
C -3.34 -1.09 -1.97
C -2.10 -1.10 -1.13
C -1.18 -2.16 -1.36
C 0.04 -2.26 -0.66
C 0.32 -1.15 0.06
O 1.51 -0.93 0.77
C -0.63 -0.21 0.42
C -1.92 -0.27 -0.06
H -3.49 -0.04 -2.44
H -4.30 -1.33 -1.34
H -3.24 -1.69 -2.90
H -1.38 -2.88 -2.08
H 0.64 -3.15 -0.96
H 2.24 -0.94 0.17
H -0.53 0.62 0.96
H -2.59 0.43 0.32
C 2.00 1.56 2.25
C 2.02 2.31 0.82
O 3.37 2.48 0.64
H 1.65 0.52 2.21
H 1.36 2.04 2.95
H 2.98 1.71 2.71
H 1.40 1.66 0.09
H 1.46 3.33 0.79
H 3.72 2.52 -0.27
*
```

Properties
Energy above the lowest of the compared OMol25 structures with the same formula, charge and spin ... 289.3 kJ/mol
Structure (SMILES) ... Cc1ccc(O)cc1.CCO

Atomic partial charges in e from the natural (NBO) method, atoms 1 to 6: -0.633 -0.042 -0.181 -0.273 0.265 -0.699

This record from the Open Molecules 2025 dataset describes a cluster of 10 separate species, C3H25NO11S in total. The level of theory is ωB97M-V with the def2-TZVPD basis set.

ORCA input file:
```
! RIJCOSX wB97M-V def2-TZVPD def2/J DEFGRID3
* xyz 0 1
O 0.48 0.51 1.74
C 0.11 0.09 0.67
O 0.61 0.47 -0.53
N -0.95 -0.81 0.62
C -1.66 -0.99 1.91
C -2.96 -0.23 1.66
S -3.94 -0.08 3.22
H 1.25 1.31 -0.68
H -1.36 -1.06 -0.32
H -1.87 -2.10 2.20
H -1.00 -0.57 2.70
H -2.76 0.81 1.37
H -3.44 -0.64 0.84
H -3.25 -0.95 4.02
O 2.33 -2.57 0.38
H 2.14 -1.60 0.51
H 1.72 -2.54 -0.45
O 0.28 -4.54 -2.46
H 0.74 -4.24 -3.29
H 0.46 -3.89 -1.80
O -0.91 1.22 -3.35
H -1.76 1.69 -3.22
H -0.50 1.27 -2.45
O 0.32 3.95 0.75
H 0.01 4.86 0.86
H 0.58 3.48 1.54
O 1.96 2.99 2.35
H 1.65 2.25 1.94
H 1.84 2.78 3.23
O 4.17 -3.59 -1.56
H 3.84 -2.66 -1.35
H 3.99 -4.09 -0.71
O -1.78 -1.12 -3.71
H -1.40 -0.18 -3.62
H -2.52 -1.06 -4.22
O 0.66 2.98 -1.72
H 0.85 3.89 -1.99
H 0.25 3.17 -0.75
O 3.17 1.05 -0.99
H 3.86 1.60 -0.84
H 3.06 1.42 -1.89
*
```

Properties
Energy above the lowest of the compared OMol25 structures with the same formula, charge and spin ... 223.4 kJ/mol
Structure (SMILES) ... O=C(O)NCCS.O.O.O.O.O.O.O.O.O

Atomic partial charges in e from the natural (NBO) method, atoms 1 to 6: -0.703 0.895 -0.777 -0.662 -0.237 -0.499

This record from the Open Molecules 2025 dataset describes a cluster of 2 separate species, C7H21N4 in total. The level of theory is ωB97M-V with the def2-TZVPD basis set.

ORCA input file:
```
! RIJCOSX wB97M-V def2-TZVPD def2/J DEFGRID3
* xyz 1 1
C -1.24 -0.34 -1.95
C -3.19 -1.35 0.88
C 1.91 2.38 0.01
C 2.76 -1.95 -0.34
C -2.05 0.60 -1.12
C -1.79 0.73 0.42
C -0.02 0.95 0.64
N 0.62 -0.12 1.08
N -2.16 -0.33 1.30
N 0.47 2.14 0.25
N 3.21 -1.03 0.72
H -0.96 -1.10 -1.27
H -0.33 0.28 -2.31
H -1.75 -0.67 -2.76
H -3.87 -1.00 0.22
H -2.78 -2.25 0.45
H -3.69 -1.51 1.73
H 2.38 1.77 -0.69
H 2.12 3.46 -0.36
H 2.59 2.28 0.97
H 1.99 -2.54 -0.11
H 2.53 -1.47 -1.27
H 3.62 -2.52 -0.81
H -1.81 1.65 -1.61
H -3.05 0.30 -1.13
H -2.30 1.71 0.88
H 1.69 -0.10 0.98
H -0.01 -0.97 1.38
H -2.24 0.09 2.19
H -0.20 2.82 -0.05
H 3.78 -1.64 1.29
H 3.79 -0.27 0.38
*
```

Properties
Energy above the lowest of the compared OMol25 structures with the same formula, charge and spin ... 222.2 kJ/mol

Atomic partial charges in e from the natural (NBO) method, atoms 1 to 6: -0.600 -0.395 -0.455 -0.431 -0.412 -0.008

This record from the Open Molecules 2025 dataset describes a cluster of 8 separate species, C4H25NO8 in total. The level of theory is ωB97M-V with the def2-TZVPD basis set.

ORCA input file:
```
! RIJCOSX wB97M-V def2-TZVPD def2/J DEFGRID3
* xyz 0 1
C -3.63 2.93 1.06
O -2.54 2.33 1.72
C -2.15 1.12 1.09
C -0.69 0.73 1.62
C -0.41 0.50 3.14
N 0.01 1.87 1.20
H -3.42 3.25 0.04
H -3.88 3.75 1.73
H -4.52 2.30 0.99
H -2.88 0.31 1.17
H -2.09 1.21 0.00
H -0.21 -0.10 1.10
H -0.87 1.30 3.72
H 0.66 0.47 3.31
H -0.70 -0.48 3.50
H -0.70 2.49 1.54
H -0.13 2.10 0.23
O 2.48 0.70 0.05
H 2.84 1.37 -0.53
H 1.63 1.05 0.33
O -1.33 -1.02 -1.27
H -1.43 -1.46 -0.42
H -2.00 -1.41 -1.82
O 4.62 -0.96 -2.40
H 3.98 -0.82 -1.70
H 4.64 -1.91 -2.53
O 1.03 -1.45 -3.93
H 1.26 -1.53 -3.01
H 0.95 -0.50 -4.07
O 1.71 -1.62 -1.04
H 1.79 -0.89 -0.42
H 0.77 -1.76 -1.13
O -0.83 -3.02 -3.12
H -1.17 -3.43 -3.92
H -0.09 -2.50 -3.43
O 2.10 -1.80 2.54
H 2.22 -1.24 1.77
H 2.99 -1.91 2.90
*
```

Properties
Energy above the lowest of the compared OMol25 structures with the same formula, charge and spin ... 255.2 kJ/mol
Structure (SMILES) ... COC[C@H](C)N.O.O.O.O.O.O.O

Atomic partial charges in e from the natural (NBO) method, atoms 1 to 6: -0.247 -0.552 -0.096 -0.061 -0.623 -0.868

This record from the Open Molecules 2025 dataset describes a structure of composition C25H20Cl5N5O3S3V. The level of theory is ωB97M-V with the def2-TZVPD basis set.

ORCA input file:
```
! RIJCOSX wB97M-V def2-TZVPD def2/J DEFGRID3
* xyz 1 1
V -1.42 -0.42 0.05
Cl -5.78 -6.10 1.41
C -4.76 -4.85 0.83
C -4.33 -3.85 1.70
Cl -4.80 -3.86 3.35
C -3.50 -2.84 1.23
Cl -2.95 -1.58 2.27
C -3.11 -2.82 -0.11
O -2.32 -1.85 -0.57
C -3.54 -3.82 -0.98
Cl -3.03 -3.76 -2.61
C -4.37 -4.83 -0.51
Cl -4.90 -6.06 -1.58
C 0.07 1.32 -1.81
N -0.65 0.02 -1.75
C -1.64 -0.03 -2.86
C 0.27 -1.15 -1.77
C 0.62 -1.74 -0.39
C 1.84 -2.41 -0.32
C 2.28 -2.99 0.85
C 1.51 -2.91 2.01
C 0.30 -2.24 1.99
C -0.12 -1.67 0.80
H 0.53 1.42 -2.80
H 0.82 1.36 -1.04
H -0.66 2.12 -1.67
H -1.09 0.02 -3.80
H -2.31 0.82 -2.78
H -2.20 -0.96 -2.81
H 1.21 -0.84 -2.23
H -0.20 -1.93 -2.38
H 2.46 -2.45 -1.21
H 3.23 -3.49 0.87
H 1.86 -3.35 2.93
H -0.30 -2.14 2.88
N 3.95 5.88 -1.95
C 3.79 4.74 -1.21
C 4.02 3.48 -1.78
C 3.83 2.33 -1.05
C 3.39 2.41 0.27
C 3.17 3.66 0.86
C 3.36 4.81 0.12
S 3.09 0.96 1.19
O 3.78 -0.13 0.55
O 3.29 1.22 2.59
N 1.48 0.70 0.90
C 0.57 1.04 1.74
S 0.74 1.81 3.31
C -0.98 1.96 3.42
C -1.61 1.42 2.36
N -0.77 0.85 1.40
H 4.50 5.83 -2.79
H 4.02 6.75 -1.46
H 4.38 3.41 -2.80
H 4.03 1.36 -1.48
H 2.86 3.72 1.89
H 3.19 5.77 0.58
H -1.45 2.45 4.26
H -2.68 1.41 2.20
S -5.76 0.80 -0.26
C -4.21 0.66 -0.08
N -3.02 0.57 0.05
*
```

Properties
Energy above the lowest of the compared OMol25 structures with the same formula, charge and spin ... 141.9 kJ/mol

Atomic partial charges in e from the natural (NBO) method, atoms 1 to 6: 1.368 0.103 -0.083 -0.057 0.098 -0.128

This record from the Open Molecules 2025 dataset describes a structure of composition C6H24O6. The level of theory is ωB97M-V with the def2-TZVPD basis set.

ORCA input file:
```
! RIJCOSX wB97M-V def2-TZVPD def2/J DEFGRID3
* xyz 0 1
C -1.38 2.24 1.88
O -2.06 3.27 2.63
H -1.17 2.71 0.92
H -0.42 2.02 2.34
H -2.00 1.35 1.77
H -2.93 3.27 2.22
C 1.96 -2.60 -0.20
O 2.23 -1.25 -0.31
H 2.79 -3.12 0.28
H 1.03 -2.83 0.32
H 1.67 -2.99 -1.18
H 1.66 -0.78 -0.93
C -2.17 0.25 -1.74
O -2.29 -0.07 -0.38
H -3.18 0.43 -2.13
H -1.52 1.11 -1.91
H -1.62 -0.45 -2.37
H -1.44 -0.17 0.05
C 0.27 0.02 -0.23
O -0.83 0.48 0.52
H 1.18 0.56 0.03
H 0.37 -1.06 -0.20
H -0.06 0.39 -1.21
H -0.92 0.05 1.37
C 0.38 -0.41 -2.76
O 1.23 -1.47 -2.35
H 0.26 -0.24 -3.83
H -0.58 -0.78 -2.39
H 0.57 0.61 -2.42
H 1.08 -2.26 -2.87
C 0.95 0.23 2.67
O 2.10 0.97 2.45
H 1.38 -0.76 2.52
H 0.50 0.37 3.65
H 0.28 0.50 1.85
H 2.67 0.40 1.93
*
```

Properties
Energy above the lowest of the compared OMol25 structures with the same formula, charge and spin ... 1482.4 kJ/mol

Atomic partial charges in e from the natural (NBO) method, atoms 1 to 6: -0.248 -0.729 0.172 0.183 0.162 0.457

This record from the Open Molecules 2025 dataset describes a cluster of 2 separate species, CH7N4O in total. The level of theory is ωB97M-V with the def2-TZVPD basis set.

ORCA input file:
```
! RIJCOSX wB97M-V def2-TZVPD def2/J DEFGRID3
* xyz 1 1
C 0.14 -0.76 -0.47
N 0.35 -1.96 -0.73
N -0.01 0.17 -1.62
N 0.05 -0.09 0.69
N -0.34 1.26 0.61
O 0.28 -3.00 1.37
H 0.88 0.29 -2.12
H -0.30 1.06 -1.08
H 0.08 -0.63 1.55
H 0.36 1.88 1.02
H -1.23 1.44 1.07
H -0.70 -0.18 -2.29
H 0.55 -3.85 1.01
*
```

Properties
Energy above the lowest of the compared OMol25 structures with the same formula, charge and spin ... 417.0 kJ/mol

Atomic partial charges in e from the natural (NBO) method, atoms 1 to 6: 0.428 -0.148 -0.737 -0.444 -0.660 -0.568

This record from the Open Molecules 2025 dataset describes a structure of composition C12H18ClFeN2O6. The level of theory is ωB97M-V with the def2-TZVPD basis set.

ORCA input file:
```
! RIJCOSX wB97M-V def2-TZVPD def2/J DEFGRID3
* xyz 1 1
Fe -4.21 -1.33 4.38
Cl 1.10 -0.94 3.37
O 1.33 -0.51 4.72
O -0.27 -1.19 3.19
O 1.64 0.06 2.44
O 1.75 -2.18 3.28
N -4.27 -3.03 -1.99
C -3.05 -2.46 -2.17
C -2.80 -1.46 -3.05
C -3.81 -1.07 -3.91
C -5.03 -1.75 -3.83
C -5.20 -2.70 -2.89
H -2.19 -2.82 -1.61
H -1.77 -1.16 -3.09
H -3.65 -0.23 -4.58
H -5.91 -1.49 -4.42
H -6.14 -3.22 -2.81
N 3.38 5.31 -5.09
C 2.07 5.56 -5.47
C 0.97 5.09 -4.75
C 1.23 4.24 -3.67
C 2.53 3.99 -3.34
C 3.64 4.51 -4.03
H 2.02 6.26 -6.28
H 0.03 5.48 -5.12
H 0.40 3.87 -3.09
H 2.74 3.41 -2.45
H 4.66 4.29 -3.75
C 7.01 1.22 6.67
O 6.56 1.83 7.87
H 7.10 2.07 6.00
H 7.95 0.68 6.76
H 6.26 0.55 6.25
H 7.26 1.68 8.51
C -3.70 -5.61 3.23
O -4.45 -4.47 2.86
H -2.62 -5.58 3.07
H -3.98 -5.87 4.25
H -4.07 -6.44 2.62
H -4.48 -4.58 1.91
*
```

Atomic partial charges in e from the natural (NBO) method, atoms 1 to 6: 1.218 2.535 -0.668 -0.801 -0.731 -0.674

This record from the Open Molecules 2025 dataset describes a cluster of 2 separate species, C6H15N3 in total. The level of theory is ωB97M-V with the def2-TZVPD basis set.

ORCA input file:
```
! RIJCOSX wB97M-V def2-TZVPD def2/J DEFGRID3
* xyz 2 3
C -0.06 1.56 0.22
C 0.68 -1.57 -0.12
C 0.36 0.79 -0.72
C -0.46 3.01 0.03
C -0.51 0.88 -3.11
C -0.11 -2.86 1.91
N 0.13 -1.74 0.95
N -0.06 -2.24 3.29
N 0.68 1.03 -2.13
H -0.05 1.05 1.18
H 1.45 -2.05 -0.69
H 0.32 3.52 0.46
H -1.34 3.15 0.55
H -0.53 3.53 -0.96
H -1.31 1.57 -2.83
H -0.15 1.16 -4.08
H -0.88 -0.08 -3.17
H -1.14 -3.25 1.76
H 0.82 -3.48 1.79
H -0.84 -1.57 3.25
H 0.72 -1.63 3.31
H -0.16 -3.06 3.90
H 1.03 1.97 -2.38
H 1.39 0.31 -2.44
*
```

Properties
<S²> ... 2.0148
Energy above the lowest of the compared OMol25 structures with the same formula, charge and spin ... 314.0 kJ/mol

Atomic partial charges in e from the natural (NBO) method, atoms 1 to 6: -0.250 0.183 0.252 -0.652 -0.401 -0.088

This record from the Open Molecules 2025 dataset describes a cluster of 2 separate species, C4H11NO in total. The level of theory is ωB97M-V with the def2-TZVPD basis set.

ORCA input file:
```
! RIJCOSX wB97M-V def2-TZVPD def2/J DEFGRID3
* xyz 0 1
C -1.12 -1.22 1.02
C -1.61 -0.83 -0.16
C -1.07 0.42 -0.83
N 0.40 0.49 -0.81
C 0.91 1.63 0.04
H -1.64 -1.98 1.59
H -0.33 -0.60 1.41
H -2.39 -1.44 -0.59
H -1.46 0.65 -1.82
H -1.45 1.26 -0.23
H 0.81 0.74 -1.68
H 0.87 1.34 1.09
H 1.96 1.75 -0.18
H 0.22 2.46 -0.11
O 2.26 -1.69 0.16
H 2.10 -1.94 1.08
H 1.53 -1.04 0.03
*
```

Properties
Energy above the lowest of the compared OMol25 structures with the same formula, charge and spin ... 198.5 kJ/mol
Structure (SMILES) ... C=CCNC.O

Atomic partial charges in e from the natural (NBO) method, atoms 1 to 6: -0.403 -0.176 -0.276 -0.646 -0.418 0.210

Number 1: maximum force 2.323 eV Å⁻¹, E_tot -77917.1713 eV. Number 2: maximum force 3.870 eV Å⁻¹, E_tot -14669.6617 eV. Number 3: maximum force 4.019 eV Å⁻¹, E_tot -13652.6580 eV. Number 4: maximum force 5.246 eV Å⁻¹, E_tot -38363.2854 eV. Number 5: maximum force 5.787 eV Å⁻¹, E_tot -13551.6087 eV. Number 6: maximum force 3.217 eV Å⁻¹, E_tot -22422.4357 eV. Number 7: maximum force 0.372 eV Å⁻¹, E_tot -160641.0254 eV. Number 8: maximum force 15.004 eV Å⁻¹, E_tot -18881.6491 eV. Number 9: maximum force 3.546 eV Å⁻¹, E_tot -9145.7215 eV. Number 10: maximum force 4.165 eV Å⁻¹, E_tot -74881.9355 eV. Number 11: maximum force 3.039 eV Å⁻¹, E_tot -10911.8549 eV. Number 12: maximum force 1.936 eV Å⁻¹, E_tot -7862.4964 eV.